# 1
{
  "formula": "C5H11N2O",
  "method": "ωB97M-V with the def2-TZVPD basis set",
  "smiles": "C[C@]12[NH2+][C@H]1CCNO2",
  "homo_lumo_gap_ev": 10.08,
  "charge": 1,
  "e_homo_ev": -13.3,
  "symbols": ["N", "N", "H", "C", "H", "O", "H", "C", "C", "C", "H", "H", "H", "H", "H", "H", "C", "H", "H"],
  "coordinates": [[1.3754, -1.4423, 0.1310], [-0.6820, 0.6644, 1.1219], [-1.5088, 1.1637, 1.4273], [1.9193, -0.1397, 0.3537], [1.7117, 0.2593, 1.2772], [0.0034, -1.4927, 0.4366], [1.4094, 0.5371, -1.7258], [1.2379, 0.8800, -0.6549], [-0.1877, 0.9106, -0.2758], [-2.2113, -0.6827, -0.4541], [-2.5594, 0.3189, -0.9611], [1.5076, -1.9286, -0.8051], [2.9935, -0.1052, 0.3643], [-0.8762, 1.7059, -0.6836], [1.6732, 1.8627, -0.5161], [-2.9159, -1.0513, 0.2753], [-0.8129, -0.3586, 0.0810], [0.0415, 0.3410, 1.8188], [-2.1187, -1.4425, -1.2107]]
}



# 2
{
  "formula": "C5H11N2O",
  "method": "ωB97M-V with the def2-TZVPD basis set",
  "homo_lumo_gap_ev": 11.05,
  "charge": 1,
  "e_homo_ev": -14.0,
  "symbols": ["C", "H", "H", "H", "H", "H", "H", "O", "H", "N", "C", "H", "C", "N", "H", "H", "C", "H", "C"],
  "coordinates": [[-1.9764, 0.3810, 0.8408], [2.0043, -1.8111, 1.4896], [-2.5117, -0.7994, -0.9380], [0.5395, 1.4128, -0.7532], [2.5313, -0.0282, -0.1584], [3.6848, 1.7466, -2.4277], [-2.2557, 0.0674, 1.8432], [3.5451, 0.7928, -2.4278], [-3.2720, 0.6664, -0.9181], [1.6097, -0.1190, 0.2492], [1.2963, -1.1359, 1.0384], [-2.0615, 1.4656, 0.8697], [0.4759, 0.6116, -0.0421], [-0.0177, -1.1177, 1.1915], [-0.5450, -1.8206, 1.6886], [-3.8564, -0.5930, 0.2006], [-0.5729, -0.0154, 0.5512], [4.3581, 0.4217, -2.0710], [-2.9757, -0.1257, -0.2265]]
}



# 3
{
  "formula": "C5H11N2O",
  "method": "ωB97M-V with the def2-TZVPD basis set",
  "smiles": "CC1(C)NC=[NH+][C@@H]1O",
  "homo_lumo_gap_ev": 11.79,
  "charge": 1,
  "e_homo_ev": -15.1,
  "symbols": ["H", "C", "H", "H", "H", "H", "H", "N", "H", "C", "H", "C", "C", "H", "C", "H", "H", "N", "O"],
  "coordinates": [[-0.5700, -1.8946, 1.0650], [0.5775, 0.6518, 0.8167], [-1.9613, 1.6663, -0.2577], [-0.7024, 1.4972, -1.6237], [2.5553, -0.3510, -1.5832], [-2.2767, 0.5125, -1.3412], [0.2805, -1.6842, -1.6809], [0.4222, -0.7643, -1.3039], [2.4857, 1.0470, 0.3114], [-1.2093, -1.0559, 0.7209], [0.2099, 1.5630, 1.2162], [-1.4324, 0.9722, -0.9643], [1.6027, -0.2846, -1.1251], [-1.6062, -0.7519, 1.7430], [-0.5767, 0.0676, -0.0220], [1.6707, -0.2510, 2.1446], [-1.9673, -1.4204, 0.0720], [1.7369, 0.5856, -0.1421], [0.7610, -0.1053, 1.9543]]
}



# 4
{
  "formula": "C5H11N2O",
  "method": "ωB97M-V with the def2-TZVPD basis set",
  "homo_lumo_gap_ev": 7.88,
  "charge": 1,
  "e_homo_ev": -12.5,
  "symbols": ["N", "H", "O", "H", "C", "H", "H", "C", "H", "C", "C", "H", "H", "H", "H", "H", "H", "N", "C"],
  "coordinates": [[0.2073, 0.8815, 1.4118], [1.2428, 1.1115, 1.3059], [-3.5392, 0.2330, -2.0069], [-3.9742, 1.0729, -1.9159], [-1.5553, -1.0766, -1.7028], [3.9027, 1.0697, 1.5034], [-0.3119, 1.3982, 2.2194], [-0.1887, -1.3441, -1.3715], [-1.3145, -0.3240, 0.5702], [0.5232, -0.5694, -0.3984], [-0.2470, -0.0090, 0.5962], [0.3161, -2.0683, -1.9411], [1.6764, -0.4898, -0.2934], [3.3900, -0.4554, 2.0006], [3.0319, 0.8158, 2.8920], [-1.8298, 0.9445, -0.9316], [-2.1273, -1.7881, -2.3296], [3.1410, 0.5188, 1.9143], [-2.3435, 0.0788, -1.5227]]
}



# 5
{
  "formula": "C5H11N2O",
  "method": "ωB97M-V with the def2-TZVPD basis set",
  "smiles": "C[N@+]1(CO)C=NCC1",
  "homo_lumo_gap_ev": 12.18,
  "charge": 1,
  "e_homo_ev": -15.3,
  "symbols": ["O", "H", "C", "C", "N", "H", "H", "H", "H", "H", "H", "H", "C", "C", "H", "C", "H", "N", "H"],
  "coordinates": [[-2.2012, 0.6988, -0.2630], [0.9304, -1.7264, -1.3509], [-1.2201, 0.0480, -0.9943], [1.9512, 0.9207, 0.2345], [2.1168, -0.2142, -0.6092], [-0.8832, -2.1702, 0.4784], [-1.4559, -0.8263, 1.4866], [-0.0466, 1.8425, 0.1665], [2.5960, 0.7960, 1.1071], [2.2993, 1.8077, -0.2975], [0.2053, -1.4474, 1.6760], [0.2658, 0.9545, 1.6578], [-0.5933, -1.2406, 0.9661], [0.4425, 0.9650, 0.5850], [-0.8011, 0.6803, -1.7929], [1.0613, -0.8339, -0.7682], [-2.9650, 0.9099, -0.8119], [-0.1244, -0.2680, -0.0397], [-1.5776, -0.8966, -1.4305]]
}



# 6
{
  "formula": "C5H11N2O",
  "method": "ωB97M-V with the def2-TZVPD basis set",
  "homo_lumo_gap_ev": [6.36, 8.47],
  "s2": 2.007,
  "spin_multiplicity": 3,
  "charge": 1,
  "e_homo_ev": [-9.5, -15.2],
  "symbols": ["H", "C", "C", "H", "H", "N", "H", "H", "C", "H", "O", "N", "C", "C", "H", "H", "H", "H", "H"],
  "coordinates": [[2.8620, 0.9932, -1.1270], [-2.3425, -0.4266, 0.8128], [-1.2463, -0.4079, -0.2811], [1.1124, 1.9688, -0.6535], [1.1618, -1.7246, 1.5754], [2.2638, -0.6035, 0.0601], [-3.0846, -1.2915, 0.7939], [2.2843, -0.3364, -1.9409], [2.1774, 0.1898, -0.9953], [-1.8423, -0.5219, 1.7542], [0.0603, 1.1595, 1.2163], [-0.0779, 0.4504, -0.0272], [1.6381, -1.2265, 0.8138], [0.7726, 0.9952, -0.9814], [0.4371, 0.7446, -1.9984], [-0.7538, 0.9768, 1.7385], [-1.5995, 0.0058, -1.1910], [-3.0519, 0.4396, 0.9305], [-0.7712, -1.3849, -0.4996]]
}



# 7
{
  "formula": "C5H11N2O2",
  "method": "ωB97M-V with the def2-TZVPD basis set",
  "homo_lumo_gap_ev": 8.74,
  "charge": 1,
  "e_homo_ev": -13.8,
  "symbols": ["H", "O", "N", "H", "H", "H", "C", "C", "C", "H", "H", "C", "H", "O", "H", "H", "C", "N", "H", "H"],
  "coordinates": [[1.3806, -2.1832, 1.5640], [0.6066, 1.3968, 0.4340], [-1.4430, 0.1283, 1.9323], [-3.1291, 0.6394, 0.6163], [-1.9060, 0.8264, -1.1015], [0.2632, 0.0836, -2.7102], [0.0467, 0.4548, -0.4190], [-2.0587, 0.4832, 0.8785], [0.5548, 0.7288, -1.7998], [0.7442, -0.4809, 1.9411], [-2.0491, -0.0336, 2.7160], [0.3330, -0.9232, 0.0358], [0.2655, 1.7634, -1.9572], [-0.2181, -1.8955, -0.5368], [2.2294, -0.5672, 1.0262], [0.1584, 1.3185, 1.2508], [1.2680, -1.1309, 1.1320], [-1.4286, 0.6185, -0.2756], [1.6951, 0.6346, -1.7408], [0.1124, -2.8217, -0.4230]]
}



# 8
{
  "formula": "C5H11N2O2S",
  "method": "ωB97M-V with the def2-TZVPD basis set",
  "homo_lumo_gap_ev": [7.81, 7.44],
  "charge": 1,
  "e_homo_ev": [-11.7, -11.7],
  "symbols": ["O", "C", "C", "H", "N", "C", "S", "H", "H", "H", "H", "H", "C", "O", "H", "H", "H", "N", "H", "H", "C"],
  "coordinates": [[1.8720, -0.2592, -2.2155], [-0.8425, -0.1073, 0.9912], [0.3411, -0.6134, 0.7165], [-1.9608, 0.1466, 2.7950], [-1.2590, 1.1105, 0.2294], [1.4680, 0.5608, -1.2243], [1.4029, -1.6975, 1.4341], [-1.2793, 1.9399, 0.8416], [3.3655, -2.0251, 0.3507], [2.1855, -3.0003, -0.2863], [-2.1964, 0.9961, -0.1810], [-0.2222, -0.2940, -2.3659], [-1.8700, -0.5674, 1.9748], [0.5363, 1.3918, -3.3259], [-0.5550, 1.2524, -0.5206], [-2.8448, -0.6827, 1.5049], [0.7583, 1.0908, -4.2178], [2.3831, -2.0901, 0.1150], [-1.5754, -1.5228, 2.3977], [2.0678, 1.3736, -0.8639], [0.6321, 0.3887, -2.4091]]
}



# 9
{
  "formula": "C5H11N2S",
  "method": "ωB97M-V with the def2-TZVPD basis set",
  "smiles": "C=[N+](CN)SC1CC1",
  "homo_lumo_gap_ev": 9.07,
  "charge": 1,
  "e_homo_ev": -13.8,
  "symbols": ["H", "H", "H", "C", "N", "S", "H", "H", "H", "C", "N", "H", "C", "C", "H", "C", "H", "H", "H"],
  "coordinates": [[-1.6257, 0.5789, 1.4983], [-2.7647, 1.3024, 0.2836], [-2.6276, -1.6573, 1.1100], [-2.1516, 0.4153, 0.5511], [1.0701, 0.2539, -0.2596], [0.1394, -1.1581, -0.6030], [-0.5129, 1.6694, -0.4746], [2.8860, 0.9936, 0.2354], [2.7360, -1.0786, 1.5747], [-2.6718, -0.9237, 0.2523], [2.7270, -1.0835, 0.5730], [3.0440, 0.0224, -1.2101], [-1.5198, -0.4701, -0.5675], [0.5683, 1.4516, -0.1938], [1.1468, 2.2835, 0.1984], [2.5823, 0.0651, -0.2416], [-1.7367, 0.0071, -1.5491], [-3.5384, -1.1355, -0.2404], [2.1233, -1.7630, 0.2085]]
}



# 10
{
  "formula": "C5H11N2S",
  "method": "ωB97M-V with the def2-TZVPD basis set",
  "smiles": "CS/C=C/CNC=[NH2+]",
  "homo_lumo_gap_ev": 7.66,
  "charge": 1,
  "e_homo_ev": -11.4,
  "symbols": ["N", "H", "H", "H", "H", "S", "H", "H", "C", "H", "N", "C", "H", "H", "H", "C", "H", "C", "C"],
  "coordinates": [[0.2469, 0.2210, -2.0856], [-0.8969, -1.3833, -1.2462], [0.3891, 1.2474, 1.6004], [-1.0910, 1.2346, 3.4130], [1.2752, 1.3176, -0.8889], [0.1898, -0.7586, 2.6911], [0.4118, 0.9970, -2.6929], [0.7275, -1.4385, 0.1946], [0.7152, -0.4324, 0.2319], [0.4651, 1.3871, 4.0259], [-1.4198, -0.8168, -3.2450], [1.2157, 0.2397, -1.0006], [-1.2361, -0.3850, -4.1239], [-2.0858, -1.5692, -3.4733], [-0.6035, 0.3680, 4.7756], [-0.3314, 0.5540, 3.7662], [2.2313, -0.3247, -1.1117], [0.4602, 0.2778, 1.3547], [-0.6633, -0.7357, -2.1854]]
}



For reference, energy relative to the best compared isomer or geometry (same formula, charge and spin) by record: 445.7; 48.0; 261.5; 254.2; 202.8; 551.3; 183.3; 452.6; 369.3; 254.2 kJ/mol.
For reference, maximum force by record: 0.0730; 0.0233; 0.0898; 0.0810; 0.0200; 0.0993; 0.0643; 0.0654; 0.0688; 0.1180 Eh/bohr.